Entry 1:
DFT (ωB97M-V/def2-TZVPD) results for C46H66N11O6P as an isolated structure in a non-equilibrium geometry.

Geometry (Å):
C -12.51258 34.11045 31.20828
O -13.86763 34.44206 30.84455
C -14.17733 34.38365 29.48894
C -14.08587 33.03855 28.69996
N -14.44471 33.11960 27.23730
H -13.87885 33.91084 26.74805
H -14.00634 32.11799 26.76926
C -15.83868 33.21621 26.88791
C -16.22133 32.88763 25.38691
O -17.64804 33.08021 25.29301
C -18.14879 32.88070 23.99128
H -12.21190 33.07438 31.13243
H -12.27283 34.52816 32.20418
H -11.71060 34.49158 30.51393
H -13.45806 35.01876 28.93114
H -15.00562 34.80901 29.24130
H -14.58816 32.38355 29.23632
H -12.88961 32.63328 28.90256
H -16.20718 34.25034 27.26781
H -16.45920 32.86841 27.41392
H -16.15273 31.96494 24.97694
H -15.56586 33.48389 24.69620
H -17.70624 33.59849 23.38618
H -19.05677 33.14823 23.85953
H -17.79827 32.03004 23.53573
P -12.50825 31.21831 25.28297
O -11.26811 31.29576 26.13724
O -12.60378 30.07563 24.23180
O -12.72522 32.53595 24.73992
O -13.61146 31.02491 26.19005
N -10.65315 29.95291 28.10015
C -9.32551 29.65094 28.68946
C -9.63785 28.79822 29.74119
C -11.11398 28.59046 29.76028
C -11.67799 29.32647 28.71048
H -10.94351 30.65810 27.22698
H -8.39392 30.20390 28.40987
H -8.86063 28.36999 30.25596
H -11.73235 28.14854 30.61019
H -12.62262 29.22652 28.28350
N -11.51660 29.93447 21.96798
C -10.25004 29.42414 21.81777
C -9.97764 29.48880 20.38923
C -11.21022 30.28069 19.81673
C -12.04906 30.50684 20.81032
H -12.12233 29.87090 22.94275
H -9.65205 29.01468 22.53760
H -9.01119 29.34921 20.03866
H -11.29664 30.68207 19.07916
H -12.75718 31.22194 20.71589
N -12.19788 27.71388 24.69954
C -12.08550 26.85172 23.61982
C -11.82720 25.56548 23.98715
C -11.66187 25.71828 25.47713
C -11.90993 27.01657 25.88526
H -12.41783 28.87026 24.64379
H -12.35695 27.19778 22.48405
H -11.47729 24.74535 23.51821
H -11.32649 25.06118 26.27179
H -12.05313 27.42424 26.94446
N -14.79603 29.31782 23.29624
C -14.89511 28.69851 22.07262
C -16.25554 28.66656 21.79061
C -16.97587 29.08185 23.00112
C -16.03832 29.54498 23.89001
H -13.97391 29.49224 23.81815
H -13.92976 28.58411 21.53127
H -16.64912 28.43074 20.74575
H -17.96683 29.23870 23.35158
H -16.07837 29.68022 25.11455
N -13.20347 34.85045 25.44440
C -12.53648 35.59106 26.43228
C -13.05196 36.82996 26.42192
C -14.12886 36.85139 25.37917
C -14.15619 35.59408 24.77078
H -12.93016 33.91780 24.91806
H -11.78907 35.30674 27.04015
H -12.66404 37.63039 27.06834
H -14.80083 37.57208 25.06128
H -14.72522 35.18358 23.95825
N -10.71223 33.71665 23.63585
C -9.89311 32.92845 22.87560
C -8.92192 33.71224 22.27453
C -9.45217 35.14814 22.52562
C -10.45914 35.03621 23.41153
H -11.63434 33.52647 24.10528
H -9.95539 31.85864 22.69723
H -8.10142 33.49801 21.57414
H -8.94500 36.09104 22.01944
H -10.99524 35.82189 23.98331
N -9.15788 30.38123 25.23116
C -8.10794 31.14954 24.79880
C -7.08399 30.19939 24.39190
C -7.74906 28.88191 24.49502
C -9.00449 28.99783 24.99463
H -10.09716 30.77933 25.75151
H -8.28776 32.13797 25.05637
H -6.15041 30.30012 24.04582
H -7.36693 27.92339 24.49713
H -9.76675 28.33088 25.21200
N -10.16773 33.20122 27.28257
C -10.28794 33.22747 28.65332
C -9.60675 34.15019 29.13341
C -9.12300 35.03953 27.82554
C -9.40822 34.18865 26.85600
H -10.67685 32.52543 26.61900
H -10.97448 32.35377 28.88983
H -9.42847 34.25526 30.14272
H -8.57900 35.93359 27.80663
H -9.14734 34.31251 25.72479
N -14.05012 32.96804 22.37032
C -13.44495 33.75022 21.44374
C -14.37235 34.10668 20.53827
C -15.53147 33.18159 20.73893
C -15.27164 32.55386 21.92539
H -13.67380 32.63514 23.25433
H -12.37527 34.00698 21.57844
H -14.03706 34.90562 19.81920
H -16.58829 33.25389 20.16532
H -15.80649 31.65442 22.32644
N -14.99375 29.19789 27.28321
C -15.66413 29.51397 28.48942
C -16.44321 28.48670 28.76281
C -16.08673 27.42034 27.72525
C -15.21419 27.88429 26.78748
H -14.32855 29.92668 26.82967
H -15.59395 30.58272 28.96036
H -16.93698 28.36501 29.68501
H -16.61438 26.46855 27.64309
H -14.85024 27.48667 25.76870

The LUMO energy is 3.96 eV. As for the net charge: -2. The frontier orbital gap comes out at 6.93 eV. The value obtained for the energy above the lowest of the compared OMol25 structures with the same formula, charge and spin is 72.6 kcal/mol. The calculation puts the HOMO energy at -2.98 eV.



Entry 2:
DFT (ωB97M-V/def2-TZVPD) results for a 7-piece molecular cluster, C46H67I3N2O15 overall in a non-equilibrium geometry.

Geometry (Å):
C 0.13917 -6.94600 1.81930
C 1.28614 -5.85147 1.33285
C 2.25473 -5.36757 2.57150
C 3.33266 -4.18554 2.16708
C 2.48534 -2.78405 2.08255
C 3.19980 -1.63506 1.09915
C 2.87346 -0.18335 1.85584
C 1.28035 0.31368 1.74711
O 0.31340 -0.53063 1.02895
C 0.80548 1.70678 2.46736
C -0.70883 2.33058 2.50312
I -1.61818 1.70197 4.39967
C -1.61859 2.03916 1.17197
C -0.90703 2.41345 -0.25650
I -3.60122 3.03677 1.40019
C 1.97505 2.55754 3.28419
C 3.55224 2.05558 3.39967
C 4.03661 0.66459 2.68108
C 5.60841 0.15262 2.83030
I 6.96889 1.22302 1.47074
C 6.09774 0.20132 4.42650
C 6.74919 -1.21819 4.92598
C 4.32968 3.15908 4.32971
O 5.62059 3.38104 4.58804
N 3.16718 3.91058 4.93880
C 3.46734 5.05160 5.88370
N 4.39099 6.11873 5.32334
C 5.07105 6.73700 6.56130
C 1.88231 3.95423 4.14403
O 0.94735 4.90386 4.22571
H -0.12264 -7.62489 0.87815
H 0.51332 -7.63304 2.69263
H -0.83893 -6.34172 2.12871
H 1.93018 -6.39121 0.51842
H 0.71328 -4.95346 0.83563
H 2.90457 -6.28079 2.95767
H 1.54957 -5.03821 3.47489
H 4.06502 -4.07723 3.09841
H 3.88631 -4.37544 1.15405
H 2.52974 -2.30136 3.17343
H 1.34870 -2.90538 1.83169
H 4.34422 -1.84653 0.97993
H 2.69856 -1.56074 0.04413
H 0.54344 -0.58006 0.05356
H -0.57873 3.51502 2.57838
H -1.88111 0.87740 1.13541
H -1.40776 1.70022 -1.07265
H 0.24334 2.19689 -0.31122
H -1.19741 3.51562 -0.61226
H 5.59416 -1.01087 2.56217
H 6.92462 1.03826 4.54577
H 5.19597 0.55867 5.12169
H 7.68329 -1.57870 4.30770
H 7.12751 -1.04364 6.03703
H 5.90210 -2.04281 5.00376
H 4.05265 4.56989 6.80551
H 2.46638 5.48170 6.35129
H 3.74843 6.82788 4.89074
H 5.75407 7.65688 6.22699
H 5.75135 5.94238 7.13262
H 4.27478 7.09590 7.36344
O -0.28512 5.54418 -1.21066
C -0.51627 6.00459 -0.10488
O -0.11169 5.43271 1.06707
C -0.64754 6.17638 2.16051
C -0.94897 7.54267 1.60257
C -1.31631 7.24140 0.17159
H -1.54715 5.66714 2.52181
H 0.08529 6.21943 2.97151
H -1.73236 8.06954 2.15380
H -0.04360 8.16132 1.62678
H -2.37981 7.01053 0.06442
H -1.02711 8.05567 -0.49679
O -0.25170 -8.17060 -1.06990
C -1.38780 -8.09105 -1.50710
O -2.30263 -9.10360 -1.46207
C -3.48110 -8.70128 -2.15858
C -3.44589 -7.19540 -2.16313
C -1.96804 -6.89972 -2.20727
H -3.44975 -9.12089 -3.16958
H -4.36468 -9.08717 -1.64186
H -4.00536 -6.75422 -2.99229
H -3.86933 -6.81157 -1.22698
H -1.58972 -6.86854 -3.23280
H -1.72789 -5.97519 -1.67720
O -5.18510 7.98811 -0.05346
C -6.11568 7.27471 0.28308
O -6.84463 7.44767 1.42452
C -7.77517 6.37374 1.55314
C -7.95052 5.83031 0.15927
C -6.59562 6.06453 -0.45942
H -7.35749 5.62997 2.23981
H -8.71613 6.74863 1.96626
H -8.26446 4.78327 0.14177
H -8.70538 6.41894 -0.37618
H -5.91159 5.23312 -0.26792
H -6.67286 6.26412 -1.53068
O -2.13456 -0.06283 -3.02045
C -0.96572 0.14040 -3.30450
O -0.17625 1.07278 -2.69492
C 1.09114 1.11305 -3.34904
C 1.22495 -0.21904 -4.03937
C -0.20244 -0.55318 -4.39193
H 1.09308 1.94955 -4.05574
H 1.88243 1.27114 -2.61046
H 1.89400 -0.19080 -4.90351
H 1.61333 -0.96462 -3.33490
H -0.49267 -0.13053 -5.35783
H -0.37887 -1.63109 -4.37170
O -3.44267 -3.81416 -2.89798
C -4.57876 -3.73461 -3.33517
O -5.49359 -4.74716 -3.29015
C -6.67206 -4.34484 -3.98666
C -6.63685 -2.83897 -3.99121
C -5.15900 -2.54329 -4.03534
H -6.64072 -4.76445 -4.99765
H -7.55564 -4.73073 -3.46994
H -7.19632 -2.39778 -4.82036
H -7.06029 -2.45513 -3.05505
H -4.78069 -2.51210 -5.06087
H -4.91885 -1.61875 -3.50527
O 0.41106 -3.37892 -6.19343
C 1.57990 -3.17569 -6.47748
O 2.36937 -2.24331 -5.86790
C 3.63676 -2.20304 -6.52202
C 3.77057 -3.53513 -7.21235
C 2.34318 -3.86928 -7.56491
H 3.63870 -1.36654 -7.22872
H 4.42805 -2.04495 -5.78344
H 4.43962 -3.50689 -8.07649
H 4.15895 -4.28072 -6.50788
H 2.05296 -3.44663 -8.53081
H 2.16675 -4.94718 -7.54468

The LUMO energy is -1.26 eV. The frontier orbital gap comes out at 7.16 eV. As for the SMILES: CCCCCCc1c(O)c([C@H](I)[C@H](C)I)c2c(c1[C@@H](I)CC)C(=O)N(CNC)C2=O.O=C1CCCO1.O=C1CCCO1.O=C1CCCO1.O=C1CCCO1.O=C1CCCO1.O=C1CCCO1. The calculation puts the HOMO energy at -8.42 eV.



Entry 3:
DFT (ωB97M-V/def2-TZVPD) results for C46H69CrN6O2P3Si as an isolated structure in a non-equilibrium geometry.

Geometry (Å):
Cr -0.16249 -0.33599 0.17811
C 1.52296 -0.69780 5.29707
C 0.98582 0.16426 4.13910
C 2.08620 1.16484 3.82021
P 0.31509 -0.86031 2.68891
C -1.35827 -1.17907 3.54322
C -2.50680 -1.82660 2.76354
C -1.39456 -1.73517 4.96728
C 1.76294 -2.00756 2.48287
C 2.03565 -3.08567 3.32570
C 3.16512 -3.86581 3.14200
C 4.05451 -3.57983 2.11242
C 3.78756 -2.52319 1.25423
C 2.64267 -1.72685 1.41000
Si 2.19425 -0.36283 0.17757
C 2.87900 1.29125 0.82233
C 4.18241 1.46111 1.30042
C 4.63226 2.70081 1.72881
C 3.78311 3.80274 1.67109
C 2.49232 3.65974 1.18349
C 2.03608 2.40843 0.76192
P 0.35752 2.07882 0.13339
C -0.81597 3.22218 1.00473
C -0.63918 4.74265 0.85274
C -0.91117 2.82596 2.48396
C 0.35792 2.67449 -1.63861
C 1.46883 3.64423 -2.02902
C -1.03178 3.17244 -2.05536
C 2.89639 -0.23548 -1.57176
C 4.26191 0.01532 -1.77089
C 4.76848 0.28071 -3.03087
C 3.90022 0.30158 -4.11592
C 2.54770 0.04885 -3.93256
C 2.01083 -0.21389 -2.66383
P 0.26238 -0.88096 -2.25929
C 1.65018 -3.20311 -3.49497
C 1.73604 -2.96434 -4.99176
C 3.00243 -3.19346 -2.80525
C -0.92669 -0.00904 -3.43320
C -0.37614 0.85746 -4.57033
C -1.98041 -0.94999 -4.02171
H 1.44542 -0.12520 6.22483
H 2.57824 -0.92371 5.13167
H 1.01281 -1.64210 5.44869
H 0.11651 0.72977 4.48932
H 2.96412 0.65520 3.42292
H 2.38773 1.66725 4.74583
H 1.77986 1.92271 3.10757
H -1.60717 -0.11180 3.59554
H -2.48782 -2.90592 2.86829
H -2.50099 -1.58525 1.70525
H -3.45143 -1.46669 3.18753
H -0.95258 -2.73296 5.01541
H -2.44028 -1.83351 5.26832
H -0.90663 -1.09273 5.69347
H 1.33739 -3.34712 4.11165
H 3.35044 -4.70560 3.80215
H 4.94285 -4.18351 1.97283
H 4.47120 -2.31776 0.43189
H 4.84632 0.60066 1.37241
H 5.64080 2.81228 2.11570
H 4.12734 4.77503 2.00530
H 1.85250 4.53269 1.14046
H -1.76076 2.95182 0.53033
H -0.10152 5.15711 1.70796
H -1.62051 5.22485 0.82840
H -0.10900 5.03493 -0.05221
H -0.02116 3.15250 3.02564
H -0.99420 1.74231 2.60719
H -1.77777 3.30076 2.95676
H 0.55124 1.75572 -2.17981
H 1.40320 4.59710 -1.49849
H 1.39523 3.85284 -3.10182
H 2.45510 3.21722 -1.84000
H -1.24946 4.16119 -1.64813
H -1.82718 2.49073 -1.73172
H -1.08384 3.24417 -3.14412
H 4.94271 0.01324 -0.92214
H 5.82560 0.47585 -3.16888
H 4.27673 0.50308 -5.11398
H 1.91947 0.03702 -4.80888
H 1.21067 -4.19056 -3.34849
H 2.36757 -2.10882 -5.22476
H 0.73862 -2.79649 -5.40705
H 2.16213 -3.84679 -5.47572
H 3.59883 -2.32698 -3.09052
H 3.54795 -4.09660 -3.08791
H 2.87763 -3.19329 -1.71955
H -1.43260 0.66612 -2.74238
H -0.02066 0.24339 -5.40192
H 0.42008 1.53264 -4.26120
H -1.19537 1.47041 -4.95769
H -1.50304 -1.81167 -4.49709
H -2.54954 -0.41996 -4.78951
H -2.68381 -1.30033 -3.27129
C -5.14004 3.67166 0.62166
C -6.12591 2.63655 0.08179
C -6.15903 2.64864 -1.44489
C -5.83208 1.23911 0.64507
N -4.47489 0.76856 0.33294
C -3.35511 0.91817 1.02402
N -2.36505 0.41515 0.33297
N -2.92539 -0.07782 -0.80803
N -4.19051 0.13465 -0.81767
H -5.46463 4.67803 0.35569
H -4.14215 3.52829 0.19197
H -5.06015 3.62655 1.71334
H -7.12302 2.88496 0.45155
H -5.17956 2.41214 -1.86740
H -6.44761 3.63848 -1.80541
H -6.87600 1.92182 -1.83534
H -6.51791 0.50478 0.23434
H -5.92567 1.24090 1.72833
H -3.28327 1.41227 1.98406
C -0.77956 -5.94394 0.56416
N -1.02186 -4.68203 -0.14372
C -1.58327 -4.64569 -1.37800
C -1.70424 -3.48782 -2.04568
C -1.11050 -2.31319 -1.49762
O 0.66291 -2.35568 -2.87302
N -0.69425 -2.32309 -0.21515
C -0.66482 -3.51472 0.51647
O -0.31261 -3.61457 1.67650
H -0.96858 -6.76654 -0.11930
H -1.42681 -6.02830 1.43388
H 0.25059 -5.97736 0.90735
H -1.88173 -5.60066 -1.79233
H -2.12162 -3.48553 -3.04042

The LUMO energy (spin up / spin down) is -1.75 / -1.83 eV. Its multiplicity is 4. As for the net charge: +1. The frontier orbital gap (spin up / spin down) comes out at 7.78 / 7.45 eV. The value obtained for the energy above the lowest of the compared OMol25 structures with the same formula, charge and spin is 7.0 kcal/mol. The calculation puts the HOMO energy (spin up / spin down) at -9.53 / -9.28 eV.